1.
{
  "formula": "C4H7NS",
  "method": "ωB97M-V/def2-TZVPD",
  "lumo_energy_ha": 0.0282,
  "homo_lumo_gap_ha": 0.31532,
  "relative_energy_kj_mol": 413.4,
  "max_force_ev_per_a": 4.76,
  "species": ["C", "C", "C", "C", "N", "S", "H", "H", "H", "H", "H", "H", "H"],
  "xyz": [[-0.790, 0.828, 0.108], [-2.727, 1.039, -0.275], [1.703, -0.974, -0.399], [1.190, -0.386, 0.875], [-0.227, -0.041, 0.761], [-1.265, 1.825, -1.158], [-2.883, 0.217, -0.900], [-3.320, 1.510, 0.470], [2.627, -1.401, -0.305], [1.037, -1.834, -0.628], [1.708, -0.114, -1.208], [1.717, 0.461, 1.131], [1.230, -1.131, 1.530]],
  "lowdin_charge": [-0.60, -0.28, -0.09, -0.27, 0.03, 0.82, -0.02, 0.01, 0.03, 0.09, 0.12, 0.09, 0.06]
}

=====

2.
{
  "formula": "C3H9O2SSi",
  "method": "ωB97M-V/def2-TZVPD",
  "lumo_energy_ha": [0.0684, 0.0684],
  "homo_lumo_gap_ha": [0.19917, 0.19912],
  "relative_energy_kj_mol": 390.8,
  "max_force_ev_per_a": 3.35,
  "total_charge": -1,
  "species": ["C", "C", "C", "O", "O", "Si", "S", "H", "H", "H", "H", "H", "H", "H", "H", "H"],
  "xyz": [[1.407, -1.011, 0.186], [1.246, 0.386, -0.401], [0.269, 1.343, 0.393], [-3.462, -2.946, 1.427], [-1.092, 1.015, 0.265], [-3.240, -1.380, 1.528], [-3.775, -4.342, 0.398], [0.673, -1.477, 0.867], [1.565, -1.790, -0.445], [2.306, -0.986, 0.789], [2.144, 0.989, -0.416], [0.827, 0.238, -1.441], [0.480, 2.282, -0.063], [0.546, 1.376, 1.454], [-3.004, -0.995, 2.879], [-2.571, -0.394, 0.440]],
  "lowdin_charge": [-0.14, -0.25, -0.46, -1.01, -0.42, 0.76, 0.18, 0.07, 0.01, 0.05, 0.07, 0.11, 0.06, 0.08, -0.09, -0.03]
}

=====

3.
{
  "formula": "C2H8N3",
  "method": "ωB97M-V/def2-TZVPD",
  "lumo_energy_ha": [-0.2641, -0.1927],
  "homo_lumo_gap_ha": [0.22229, 0.34281],
  "relative_energy_kj_mol": 733.5,
  "max_force_ev_per_a": 3.50,
  "total_charge": 1,
  "species": ["C", "C", "N", "N", "N", "H", "H", "H", "H", "H", "H", "H", "H"],
  "xyz": [[-2.238, 0.517, 0.402], [2.485, 0.463, 0.774], [-0.815, 0.182, 0.439], [0.049, -0.915, -1.355], [0.162, -0.158, -0.212], [-2.350, 1.328, -0.418], [-2.568, 1.005, 1.352], [-2.791, -0.354, 0.194], [2.593, 0.694, 1.813], [2.323, 1.344, 0.106], [2.990, -0.390, 0.311], [0.851, -1.390, -1.796], [-0.727, -0.706, -1.997]],
  "lowdin_charge": [-0.02, 0.26, 0.03, 0.10, -0.04, 0.13, 0.10, 0.07, 0.03, 0.05, 0.03, 0.13, 0.13]
}

=====

4.
{
  "formula": "C2H8ClN2OP",
  "method": "ωB97M-V/def2-TZVPD",
  "smiles": "C[C@@H](Cl)P(N)(N)=O",
  "lumo_energy_ha": 0.0169,
  "homo_lumo_gap_ha": 0.37280,
  "relative_energy_kj_mol": 113.9,
  "max_force_ev_per_a": 3.18,
  "species": ["C", "C", "Cl", "P", "N", "N", "O", "H", "H", "H", "H", "H", "H", "H", "H"],
  "xyz": [[1.857, -1.007, -0.099], [0.300, -1.016, 0.097], [-0.092, -1.706, 1.645], [-0.505, 0.975, -0.033], [-1.316, 1.050, -1.508], [-1.877, 0.919, 1.063], [0.465, 2.053, 0.213], [2.249, -0.424, 0.912], [2.189, -0.437, -1.060], [2.439, -2.048, -0.078], [-0.095, -1.728, -0.654], [-0.765, 0.947, -2.336], [-2.145, 0.417, -1.397], [-2.729, 0.564, 0.603], [-2.140, 1.905, 1.232]],
  "lowdin_charge": [-0.23, -0.83, 0.56, 0.53, -0.10, -0.12, -0.33, 0.11, 0.08, 0.10, 0.05, 0.04, 0.06, 0.04, 0.06]
}

=====

5.
{
  "formula": "C3H3FN2",
  "method": "ωB97M-V/def2-TZVPD",
  "smiles": "Fc1c[nH]cn1",
  "lumo_energy_ha": 0.0297,
  "homo_lumo_gap_ha": 0.35882,
  "relative_energy_kj_mol": 0.0,
  "max_force_ev_per_a": 1.33,
  "species": ["F", "C", "C", "N", "C", "N", "H", "H", "H"],
  "xyz": [[2.022, -0.015, 0.001], [0.691, 0.000, 0.001], [-0.104, 1.114, -0.002], [-1.384, 0.595, -0.002], [-1.274, -0.758, -0.001], [-0.020, -1.149, -0.002], [0.109, 2.168, 0.010], [-2.216, 1.117, 0.002], [-2.143, -1.406, 0.022]],
  "lowdin_charge": [0.08, -0.39, -0.03, 0.04, -0.19, 0.13, 0.11, 0.13, 0.12]
}

=====

6.
{
  "formula": "C15H13LiN3O7P2",
  "method": "ωB97M-V/def2-TZVPD",
  "lumo_energy_ha": 0.0928,
  "homo_lumo_gap_ha": 0.30567,
  "max_force_ev_per_a": 0.41,
  "total_charge": -1,
  "species": ["Li", "C", "C", "C", "C", "N", "C", "C", "C", "C", "C", "C", "N", "C", "C", "C", "C", "C", "N", "H", "H", "H", "H", "H", "H", "H", "H", "H", "H", "H", "O", "P", "O", "O", "O", "P", "O", "O", "O", "H", "H"],
  "xyz": [[-0.391, -0.358, -0.418], [-3.030, 3.132, -0.861], [-3.036, 3.328, 0.509], [-1.907, 2.988, 1.236], [-0.816, 2.467, 0.552], [-0.793, 2.302, -0.769], [-1.885, 2.619, -1.453], [0.377, 1.948, 1.280], [0.896, 2.544, 2.424], [1.991, 1.954, 3.035], [2.541, 0.807, 2.487], [1.972, 0.281, 1.332], [0.906, 0.842, 0.755], [2.509, -0.933, 0.652], [2.697, -2.113, 1.358], [3.079, -3.243, 0.655], [3.276, -3.140, -0.709], [3.106, -1.902, -1.311], [2.732, -0.811, -0.655], [-3.902, 3.341, -1.466], [-3.919, 3.706, 1.008], [-1.886, 3.069, 2.315], [-1.859, 2.413, -2.517], [0.453, 3.452, 2.811], [2.423, 2.397, 3.924], [3.409, 0.330, 2.923], [2.486, -2.149, 2.419], [3.182, -4.197, 1.157], [3.524, -4.003, -1.311], [3.249, -1.792, -2.381], [-4.340, -0.942, -1.489], [-2.735, -0.787, -1.490], [-2.257, -0.153, -2.756], [-2.266, -0.150, -0.213], [-2.334, -2.354, -1.489], [-0.774, -2.882, -1.657], [-0.414, -2.253, -3.100], [-0.753, -4.352, -1.715], [0.011, -2.139, -0.604], [-4.584, -1.837, -1.222], [-0.936, -1.432, -3.247]],
  "lowdin_charge": [0.59, -0.06, -0.07, -0.02, -0.25, 0.12, -0.14, -0.20, -0.02, -0.06, -0.01, -0.20, 0.14, -0.27, -0.02, -0.06, -0.06, -0.13, 0.13, 0.10, 0.10, 0.11, 0.11, 0.11, 0.10, 0.11, 0.11, 0.10, 0.10, 0.11, -0.13, 0.15, -0.31, -0.36, -0.29, 0.16, -0.17, -0.31, -0.39, 0.07, 0.03]
}

=====

7.
{
  "formula": "C9H16N2S",
  "method": "ωB97M-V/def2-TZVPD",
  "lumo_energy_ha": 0.0240,
  "homo_lumo_gap_ha": 0.27242,
  "relative_energy_kj_mol": 340.1,
  "max_force_ev_per_a": 7.57,
  "species": ["C", "C", "C", "C", "C", "C", "C", "C", "C", "N", "N", "S", "H", "H", "H", "H", "H", "H", "H", "H", "H", "H", "H", "H", "H", "H", "H", "H"],
  "xyz": [[0.744, -0.173, -0.015], [-1.037, 0.486, 0.214], [-0.824, -1.715, -0.137], [-1.160, -3.170, -0.351], [3.183, -0.192, -0.308], [2.164, 1.240, 1.288], [-3.099, -0.796, 0.367], [-1.041, 3.031, -0.876], [1.944, 0.606, -0.045], [0.472, -1.439, -0.178], [-1.665, -0.686, 0.103], [-1.463, 2.026, 0.619], [-0.308, -3.952, -0.317], [-1.881, -3.668, 0.371], [-1.524, -3.439, -1.345], [3.236, -0.900, 0.507], [4.003, 0.430, -0.451], [3.227, -0.628, -1.328], [2.678, 0.355, 1.933], [1.128, 1.582, 1.719], [2.759, 2.153, 1.190], [-3.375, -0.431, 1.378], [-3.672, -0.094, -0.255], [-3.357, -1.866, 0.247], [-1.660, 3.012, -1.773], [-0.098, 2.800, -1.196], [-1.220, 4.100, -0.482], [1.846, 1.329, -0.878]],
  "lowdin_charge": [-0.11, -0.52, -0.36, -0.06, -0.09, -0.08, -0.01, -0.36, -0.49, 0.12, -0.14, 0.85, 0.10, 0.08, 0.06, 0.08, 0.06, 0.10, 0.13, 0.08, 0.08, 0.10, 0.09, 0.09, 0.03, -0.02, 0.06, 0.14]
}

=====

8.
{
  "formula": "C4H6OS",
  "method": "ωB97M-V/def2-TZVPD",
  "smiles": "C=CC(=S)CO",
  "lumo_energy_ha": -0.0404,
  "homo_lumo_gap_ha": 0.30460,
  "relative_energy_kj_mol": 176.7,
  "max_force_ev_per_a": 2.64,
  "species": ["C", "C", "C", "S", "C", "O", "H", "H", "H", "H", "H", "H"],
  "xyz": [[1.873, -1.086, 1.354], [1.486, 0.013, 0.667], [0.173, 0.164, 0.091], [-0.277, 1.526, -0.713], [-0.770, -1.071, 0.054], [-1.960, -0.862, -0.626], [1.250, -1.948, 1.378], [2.869, -1.272, 1.683], [2.263, 0.721, 0.552], [-0.859, -1.238, 1.155], [-0.224, -1.922, -0.370], [-1.761, 0.022, -0.979]],
  "lowdin_charge": [0.07, -0.20, -0.70, 0.81, -0.32, -0.08, 0.05, 0.06, 0.08, 0.13, 0.13, -0.03]
}

=====

no.,DFT total energy (eV)
1,-16582.6469
2,-26061.5452
3,-6661.0272
4,-29043.2824
5,-8857.0786
6,-53364.1769
7,-23404.0498
8,-17126.2986